Below is a molecular structure, C18H38GeN2O4Pt, with properties calculated with wB97M-V/def2-TZVPD.

Properties
energy above the lowest of the compared OMol25 structures with the same formula, charge and spin: 0.424 eV
HOMO level: -0.5624 Ha

```
! wB97M-V def2-TZVPD RIJCOSX def2/J DEFGRID3
* xyz 2 1
Pt -0.04 -0.06 -1.65
C -3.95 3.70 -1.30
N -3.54 2.33 -1.59
C -4.64 1.38 -1.80
C -2.29 1.95 -1.76
O -2.00 0.77 -2.11
C -1.18 2.99 -1.64
O 0.02 2.27 -1.44
C 1.25 2.96 -1.51
C 2.34 1.89 -1.54
O 2.04 0.68 -1.75
N 3.59 2.26 -1.42
C 4.03 3.64 -1.22
C 4.67 1.28 -1.55
H -4.92 3.67 -0.81
H -4.05 4.29 -2.22
H -3.26 4.20 -0.63
H -5.17 1.24 -0.86
H -4.25 0.43 -2.15
H -5.32 1.79 -2.54
H -1.34 3.69 -0.82
H -1.14 3.55 -2.59
H 1.35 3.63 -0.66
H 1.31 3.54 -2.44
H 3.26 4.26 -0.76
H 4.33 4.09 -2.16
H 4.89 3.63 -0.55
H 4.28 0.34 -1.92
H 5.16 1.13 -0.59
H 5.41 1.67 -2.26
C -1.28 -2.72 -2.12
C -0.01 -1.95 -2.26
O 1.04 -2.20 -2.72
H -1.08 -3.77 -2.28
H -1.97 -2.36 -2.90
H -1.75 -2.55 -1.15
C -1.69 -0.97 5.24
C -1.27 -1.26 3.80
C -2.07 -0.44 2.78
C -1.86 -0.90 1.34
Ge -0.05 -0.37 0.73
C 1.49 -1.52 1.17
C 1.36 -2.99 0.80
C 2.62 -3.78 1.16
C 2.53 -5.24 0.72
H -1.07 -1.52 5.94
H -2.73 -1.26 5.40
H -1.60 0.10 5.47
H -1.40 -2.33 3.59
H -0.21 -1.04 3.68
H -1.82 0.62 2.90
H -3.14 -0.53 3.01
H -2.59 -0.43 0.67
H -1.97 -1.98 1.24
H 0.22 1.05 1.29
H 1.60 -1.39 2.25
H 2.36 -1.06 0.69
H 1.18 -3.10 -0.28
H 0.51 -3.44 1.32
H 2.77 -3.73 2.24
H 3.48 -3.30 0.68
H 1.70 -5.75 1.21
H 3.44 -5.77 0.99
H 2.40 -5.33 -0.36
*
```